(1)
Computed, not measured: the molecule C5H9N in a non-equilibrium geometry, with the ωB97M-V functional and the def2-TZVPD basis.

Last column: natural (NBO) charge in e.
Cartesian coordinates (Å):
1 C 1.824 -0.413 0.672  0.002
2 N 1.117 -0.830 -0.284  -0.430
3 C -0.028 -0.067 -0.672  0.149
4 C -0.178 0.289 -1.982  -0.391
5 C -0.746 0.750 0.422  -0.466
6 C -1.622 -0.058 1.392  -0.620
7 H 2.862 -0.503 0.670  0.166
8 H 1.487 0.221 1.623  0.123
9 H -0.891 0.898 -2.543  0.210
10 H 0.543 -0.023 -2.671  0.196
11 H -1.334 1.572 -0.067  0.219
12 H -0.090 1.336 1.058  0.212
13 H -1.237 -0.263 2.303  0.206
14 H -2.153 -0.906 0.866  0.213
15 H -2.508 0.470 1.759  0.212

2S+1: 1
E_LUMO (eV): 0.603
Orbital gap (eV): 9.69
Charge: 0
SMILES string: C=NC(=C)CC
Total energy (eV): -6818.0577

---

(2)
Computed, not measured: the molecule C5H9N in a non-equilibrium geometry, with the ωB97M-V functional and the def2-TZVPD basis.

Last column: natural (NBO) charge in e.
Cartesian coordinates (Å):
1 C 2.587 0.462 -0.585  -0.051
2 N 2.087 0.185 0.542  -0.393
3 C 0.694 0.367 0.729  -0.044
4 C -0.262 -0.179 -0.013  -0.225
5 C -1.726 -0.047 0.339  -0.431
6 C -2.652 -0.750 -0.689  -0.602
7 H 3.652 0.287 -0.716  0.175
8 H 1.981 0.853 -1.404  0.149
9 H 0.465 0.817 1.689  0.192
10 H -0.074 -0.463 -1.045  0.195
11 H -1.990 -0.417 1.328  0.211
12 H -1.998 1.007 0.235  0.207
13 H -2.534 -1.830 -0.685  0.207
14 H -2.627 -0.239 -1.649  0.205
15 H -3.666 -0.557 -0.314  0.206

2S+1: 1
E_LUMO (eV): 1.093
Orbital gap (eV): 9.96
Charge: 0
SMILES string: C=N/C=C/CC
Total energy (eV): -6819.3522

---

(3)
Computed, not measured: the molecule C5H9N in a non-equilibrium geometry, with the ωB97M-V functional and the def2-TZVPD basis.

Last column: natural (NBO) charge in e.
Cartesian coordinates (Å):
1 C -1.395 0.522 0.031  -0.214
2 C -0.376 1.435 -0.085  -0.214
3 C 1.136 0.977 -0.082  -0.254
4 N 1.374 -0.355 0.260  -0.616
5 C 0.470 -1.207 -0.360  -0.210
6 C -1.032 -0.969 0.089  -0.458
7 H -2.409 0.793 0.033  0.200
8 H -0.660 2.502 -0.137  0.206
9 H 1.528 1.571 0.752  0.206
10 H 1.377 1.332 -1.081  0.198
11 H 1.370 -0.463 1.288  0.356
12 H 0.741 -2.237 -0.100  0.197
13 H 0.708 -1.040 -1.484  0.189
14 H -1.791 -1.623 -0.371  0.220
15 H -1.043 -1.239 1.247  0.193

2S+1: 1
E_LUMO (eV): 1.127
Orbital gap (eV): 9.77
Charge: 0
SMILES string: C1=CCNCC1
Total energy (eV): -6819.4073

---

(4)
Computed, not measured: the molecule C5H9N, with the ωB97M-V functional and the def2-TZVPD basis.

Last column: natural (NBO) charge in e.
Cartesian coordinates (Å):
1 C 1.541 0.263 0.264  -0.426
2 C 1.015 -1.111 -0.199  -0.412
3 C 0.390 1.155 -0.062  -0.148
4 N -0.765 0.490 -0.049  -0.215
5 C -2.011 0.934 0.067  -0.403
6 C -0.512 -0.971 -0.140  -0.217
7 H 1.760 0.248 1.346  0.190
8 H 2.471 0.543 -0.243  0.214
9 H 1.340 -1.308 -1.225  0.210
10 H 1.365 -1.933 0.432  0.214
11 H 0.373 2.237 -0.058  0.197
12 H -2.157 1.986 0.267  0.189
13 H -2.834 0.255 -0.096  0.187
14 H -1.013 -1.343 -1.039  0.212
15 H -0.964 -1.445 0.736  0.207

2S+1: 1
E_LUMO (eV): 1.078
Orbital gap (eV): 7.45
Charge: 0
Total energy (eV): -6818.8590

---

(5)
Computed, not measured: the molecule C5H9N in a non-equilibrium geometry, with the ωB97M-V functional and the def2-TZVPD basis.

Last column: natural (NBO) charge in e.
Cartesian coordinates (Å):
1 C -0.740 -0.762 -2.129  -0.409
2 C -1.110 -0.079 -1.047  -0.184
3 C -0.266 0.097 0.159  -0.126
4 C -0.978 0.042 1.490  -0.635
5 C 1.030 0.336 0.018  0.014
6 N 1.900 0.450 1.098  -0.844
7 H 0.227 -1.256 -2.142  0.183
8 H -1.232 -0.876 -3.081  0.198
9 H -2.085 0.405 -1.003  0.195
10 H -0.436 0.649 2.216  0.215
11 H -0.980 -0.978 1.863  0.213
12 H -1.967 0.471 1.389  0.216
13 H 1.487 0.504 -0.957  0.192
14 H 1.819 -0.197 1.859  0.385
15 H 2.761 0.953 1.009  0.386

2S+1: 1
E_LUMO (eV): 1.059
Orbital gap (eV): 8.81
Charge: 0
SMILES string: C=C/C(C)=C/N
Total energy (eV): -6819.8586

---

(6)
Computed, not measured: the molecule C5H9N in a non-equilibrium geometry, with the ωB97M-V functional and the def2-TZVPD basis.

Last column: natural (NBO) charge in e.
Cartesian coordinates (Å):
1 C 3.462 -0.623 -0.016  -0.258
2 C 2.444 0.064 -0.019  -0.011
3 C 1.073 0.691 0.188  -0.291
4 N 0.023 -0.278 0.147  -0.620
5 C -1.250 0.306 -0.300  -0.219
6 C -2.341 -0.569 0.153  -0.632
7 H 4.496 -0.925 -0.119  0.243
8 H 1.102 1.037 1.261  0.219
9 H 0.881 1.626 -0.494  0.196
10 H 0.256 -1.017 -0.503  0.355
11 H -1.021 0.639 -1.446  0.169
12 H -1.258 1.209 0.302  0.183
13 H -3.305 0.009 0.156  0.213
14 H -2.113 -0.728 1.270  0.238
15 H -2.452 -1.442 -0.580  0.215

2S+1: 1
E_LUMO (eV): 1.049
Orbital gap (eV): 10.06
Charge: 0
SMILES string: C#CCNCC
Total energy (eV): -6817.6876

---

(7)
Computed, not measured: the molecule C5H9N in a non-equilibrium geometry, with the ωB97M-V functional and the def2-TZVPD basis.

Last column: natural (NBO) charge in e.
Cartesian coordinates (Å):
1 C -0.473 -0.425 -2.346  -0.767
2 C -0.125 0.635 -1.475  -0.005
3 C 0.287 0.322 -0.118  -0.008
4 N 0.826 1.289 0.773  -0.832
5 C -0.033 -0.890 0.432  -0.018
6 C -0.282 -1.065 1.897  -0.685
7 H 0.587 0.064 -2.676  0.283
8 H -1.157 -0.341 -3.182  0.215
9 H 0.059 1.699 -1.701  0.158
10 H 0.222 1.720 1.460  0.372
11 H 1.167 2.062 0.210  0.360
12 H -0.091 -1.788 -0.150  0.238
13 H -0.351 -2.127 2.092  0.224
14 H -1.147 -0.482 2.237  0.229
15 H 0.511 -0.673 2.545  0.235

2S+1: 1
E_LUMO (eV): -0.342
Orbital gap (eV): 6.78
Charge: 0
SMILES string: C=C/C(N)=C/C
Total energy (eV): -6815.4074

---

(8)
Computed, not measured: the molecule C5H9N in a non-equilibrium geometry, with the ωB97M-V functional and the def2-TZVPD basis.

Last column: natural (NBO) charge in e.
Cartesian coordinates (Å):
1 C -1.448 -0.231 -1.204  -0.617
2 C -0.015 0.064 -0.677  -0.271
3 C 0.890 -1.100 -0.308  0.100
4 N 1.416 -0.976 0.831  -0.389
5 C 0.989 0.229 1.490  -0.261
6 C -0.044 0.893 0.606  -0.441
7 H -2.087 -0.578 -0.322  0.214
8 H -1.530 -1.096 -1.841  0.211
9 H -1.704 0.618 -1.831  0.223
10 H 0.706 0.601 -1.413  0.206
11 H 1.184 -1.854 -0.941  0.184
12 H 1.928 0.805 1.777  0.209
13 H 0.570 -0.107 2.509  0.203
14 H -1.035 0.815 1.022  0.209
15 H 0.181 1.916 0.303  0.219

2S+1: 1
E_LUMO (eV): 1.047
Orbital gap (eV): 10.50
Charge: 0
SMILES string: C[C@@H]1C=NCC1
Total energy (eV): -6819.9036

---

(9)
Computed, not measured: the molecule C5H9N, with the ωB97M-V functional and the def2-TZVPD basis.

Last column: natural (NBO) charge in e.
Cartesian coordinates (Å):
1 C -0.918 0.667 1.111  -0.427
2 C 0.494 0.136 1.419  -0.411
3 C -0.880 0.761 -0.379  -0.146
4 N -0.016 -0.105 -0.907  -0.215
5 C 0.096 -0.562 -2.150  -0.406
6 C 0.885 -0.630 0.151  -0.216
7 H -1.683 -0.045 1.466  0.190
8 H -1.122 1.623 1.605  0.214
9 H 1.175 0.976 1.582  0.210
10 H 0.530 -0.505 2.305  0.214
11 H -1.586 1.262 -1.027  0.198
12 H -0.665 -0.283 -2.865  0.189
13 H 0.953 -1.161 -2.418  0.187
14 H 1.919 -0.460 -0.163  0.212
15 H 0.719 -1.708 0.224  0.206

2S+1: 1
E_LUMO (eV): 1.088
Orbital gap (eV): 7.45
Charge: 0
Total energy (eV): -6818.8789

---

(10)
Computed, not measured: the molecule C5H9N in a non-equilibrium geometry, with the ωB97M-V functional and the def2-TZVPD basis.

Last column: natural (NBO) charge in e.
Cartesian coordinates (Å):
1 C -2.292 -1.058 0.103  -0.409
2 C -0.986 -1.068 0.337  -0.181
3 C 0.036 -0.938 -0.815  -0.253
4 N 0.656 0.380 -0.838  -0.607
5 C 1.522 0.740 0.211  0.010
6 C 1.637 1.986 0.646  -0.515
7 H -2.913 -1.009 0.997  0.200
8 H -2.773 -1.184 -0.856  0.200
9 H -0.527 -1.342 1.281  0.199
10 H -0.611 -0.910 -1.677  0.201
11 H 0.778 -1.707 -0.692  0.201
12 H 0.048 1.167 -1.014  0.372
13 H 2.036 -0.103 0.662  0.186
14 H 1.104 2.805 0.185  0.189
15 H 2.284 2.240 1.469  0.206

2S+1: 1
E_LUMO (eV): 1.204
Orbital gap (eV): 9.24
Charge: 0
SMILES string: C=CCNC=C
Total energy (eV): -6819.0646